# C3H3NO2S

One molecule with the formula C3H3NO2S (ωB97M-V with the def2-TZVPD basis set, OMol25).

Summary:
E_HOMO	-0.3882	Ha
ΔE to the lowest compared entry with this formula, charge and spin	90.13	kcal per mole
SMILES	N#CCC=S(=O)=O
E	-719.43664	Ha
orbital gap	10.2	eV

Atoms and positions in Å:
1 N -1.09494 -2.56992 -0.04888
2 C -0.87143 -1.46187 -0.03282
3 C -0.39846 -0.07076 -0.17316
4 C 0.86908 0.28349 0.59192
5 S 2.27613 -0.33340 0.04214
6 O 3.52649 -0.21694 0.87430
7 O 2.38416 -0.91942 -1.27600
8 H -1.16665 0.62061 0.18153
9 H -0.27169 0.03703 -1.33985
10 H 0.84435 0.72810 1.61661

# C3H3NO2S

One molecule with the formula C3H3NO2S (ωB97M-V with the def2-TZVPD basis set, OMol25).

Summary:
E_HOMO	-0.3103	Ha
ΔE to the lowest compared entry with this formula, charge and spin	36.52	kcal per mole
SMILES	Oc1nc(S)co1
E	-719.52207	Ha
orbital gap	9.1	eV

Atoms and positions in Å:
1 O -2.47746 -0.82751 -0.05624
2 C -1.22984 -0.39367 -0.01452
3 N -0.16387 -1.09034 0.05802
4 C 0.84414 -0.11666 -0.00022
5 S 2.55925 -0.58390 -0.06477
6 C 0.28525 1.12939 0.03014
7 O -1.07913 0.94471 -0.06869
8 H -2.47986 -1.84135 -0.01163
9 H 3.11087 0.63274 0.18536
10 H 0.63063 2.14658 -0.05744